1.
This record from the Open Molecules 2025 dataset describes a cluster of 2 separate species, C4H9N in total in a non-equilibrium geometry. The level of theory is wB97M-V/def2-TZVPD.

Geometry as XYZ:
```
14
Properties=species:S:1:pos:R:3:forces:R:3:nbo_charge:R:1
C -0.1265 1.3874 1.6496 0.703 -0.476 0.128 -0.4228
C 0.3099 0.1900 1.2385 -0.520 0.801 0.247 -0.1596
C -0.5667 -1.0240 1.1774 -0.038 0.276 0.444 -0.6582
H 0.4622 2.2740 1.4486 0.158 0.002 0.425 0.1934
H -0.9950 1.4994 2.2884 -0.427 0.047 -0.568 0.1904
H 1.3472 0.1086 0.9342 -0.129 -0.007 -0.640 0.1946
H -1.2058 -0.9733 0.2919 0.300 -0.153 -0.128 0.2313
H -1.2667 -1.0102 2.0235 0.262 -0.299 -0.020 0.2124
H 0.0408 -1.9251 1.1395 -0.304 -0.191 0.102 0.2175
C 0.2789 0.2396 -2.2407 0.166 -0.225 -1.378 -0.0440
N 0.2677 -1.0210 -2.3422 -1.005 0.047 0.294 -0.6015
H -0.5536 0.8045 -1.8208 0.302 -0.252 0.629 0.1726
H 1.0391 0.7957 -2.7911 -0.023 0.484 0.195 0.1408
H 0.9685 -1.3457 -2.9970 0.555 -0.054 0.270 0.3331
```
Positions in Å, forces in eV/Å.

Net charge: 0
Highest occupied orbital energy in eV: -9.25
Relative energy (zero: lowest compared OMol25 entry of this formula, charge and spin) in kJ/mol: 169.9
Kohn-Sham gap in eV: 10.391
Structure (SMILES): C=CC.C=N

=====

2.
This record from the Open Molecules 2025 dataset describes an isolated molecule of C4H9N in a non-equilibrium geometry. The level of theory is wB97M-V/def2-TZVPD.

Geometry as XYZ:
```
14
Properties=species:S:1:pos:R:3:forces:R:3:nbo_charge:R:1
N -0.0755 -0.8266 -1.6552 0.603 -0.855 -0.373 -0.8240
C -0.4924 0.0896 -0.6286 -0.625 -2.626 0.151 -0.0518
C -0.5813 -0.7557 0.7223 -0.842 -0.767 0.609 -0.4015
C 0.2077 0.3987 1.3320 -0.194 0.450 3.014 -0.4115
C 0.5616 0.9704 0.0244 1.918 0.079 -1.989 -0.4298
H 0.8475 -1.2487 -1.5107 -0.465 0.245 0.394 0.3461
H 0.0040 -0.3726 -2.5279 -0.067 0.612 -1.241 0.3492
H -1.4477 0.4499 -1.0025 0.025 0.727 0.445 0.2059
H -1.6237 -0.8880 1.2948 2.289 -0.229 -1.662 0.2104
H 0.0384 -1.7365 0.6035 -1.437 1.606 0.284 0.2043
H 1.0585 0.2053 2.0388 -1.041 0.196 -0.321 0.2043
H -0.5995 1.0519 1.7744 1.220 -0.413 0.138 0.1976
H 1.5811 0.6224 -0.3759 -1.297 0.507 0.648 0.1910
H 0.5214 2.0399 -0.0893 -0.085 0.467 -0.095 0.2097
```
Positions in Å, forces in eV/Å.

Net charge: 0
Highest occupied orbital energy in eV: -9.15
Relative energy (zero: lowest compared OMol25 entry of this formula, charge and spin) in kJ/mol: 132.4
Kohn-Sham gap in eV: 10.372
Structure (SMILES): NC1CCC1

=====

3.
This record from the Open Molecules 2025 dataset describes a cluster of 2 separate species, C4H9N in total in a non-equilibrium geometry. The level of theory is wB97M-V/def2-TZVPD.

Geometry as XYZ:
```
14
Properties=species:S:1:pos:R:3:forces:R:3:nbo_charge:R:1
C -0.5361 0.2399 2.0687 -2.175 2.308 -0.331 -0.4652
C -0.6390 1.2057 1.1183 2.190 0.919 0.163 -0.1241
C -1.5545 1.1629 -0.1213 -1.398 -0.251 3.165 -0.6570
H 0.0980 0.3246 2.9660 -0.209 -0.175 -0.766 0.2096
H -1.5596 -0.1694 2.1575 0.972 -1.213 0.204 0.1932
H 0.1582 2.0615 1.1022 -1.341 -1.602 -0.104 0.1777
H -0.8586 1.2143 -0.9075 0.180 -0.171 -1.601 0.2334
H -2.3578 1.9366 -0.1453 1.074 0.039 -0.080 0.2188
H -2.1636 0.2412 -0.0223 0.731 0.121 -0.671 0.2129
C 1.5672 -1.8615 -1.2128 2.137 3.615 -1.782 -0.0689
N 1.1413 -0.7700 -1.8017 1.199 -1.673 2.637 -0.5545
H 1.3917 -2.7494 -1.6841 -1.461 -2.660 -0.684 0.1559
H 2.5576 -1.8660 -0.6851 -1.229 0.145 0.506 0.1464
H 1.7193 -0.0854 -1.2863 -0.668 0.598 -0.656 0.3216
```
Positions in Å, forces in eV/Å.

Net charge: 0
Highest occupied orbital energy in eV: -9.52
Relative energy (zero: lowest compared OMol25 entry of this formula, charge and spin) in kJ/mol: 275.2
Kohn-Sham gap in eV: 10.509
Structure (SMILES): C=CC.C=N

=====

4.
This record from the Open Molecules 2025 dataset describes a cluster of 2 separate species, C4H9N in total in a non-equilibrium geometry. The level of theory is wB97M-V/def2-TZVPD.

Geometry as XYZ:
```
14
Properties=species:S:1:pos:R:3:forces:R:3:nbo_charge:R:1
C -2.6789 0.9174 -1.5702 0.293 0.471 0.204 -0.0594
N -1.9976 0.3674 -0.6672 -0.045 -0.525 -0.204 -0.3874
C -2.6851 -0.1095 0.5256 -0.184 0.971 0.280 -0.4585
H -2.1755 1.1705 -2.5015 -0.110 0.152 0.022 0.1717
H -3.7182 1.2427 -1.4371 -0.119 -0.332 -0.142 0.1360
H -3.5711 -0.6799 0.2555 0.172 -0.476 0.073 0.1964
H -3.0728 0.7101 1.1463 0.182 0.161 -0.168 0.1945
H -1.9735 -0.6366 1.1513 -0.180 -0.420 -0.060 0.2073
C 3.2700 -0.0763 0.1739 0.482 0.913 0.141 -0.3766
C 4.0011 -0.9042 0.9003 -0.240 -1.049 -0.527 -0.3898
H 2.2851 0.2739 0.4505 -0.317 -0.583 -0.183 0.1982
H 3.7278 0.4490 -0.6575 0.024 0.178 0.119 0.1869
H 3.5484 -1.6306 1.5677 0.044 0.537 0.570 0.1919
H 5.0404 -1.0938 0.6623 -0.002 0.003 -0.123 0.1888
```
Positions in Å, forces in eV/Å.

Net charge: 0
Highest occupied orbital energy in eV: -9.65
Relative energy (zero: lowest compared OMol25 entry of this formula, charge and spin) in kJ/mol: 195.0
Kohn-Sham gap in eV: 10.765
Structure (SMILES): C=NC.C=C

=====

5.
This record from the Open Molecules 2025 dataset describes an isolated molecule of C4H9N in a non-equilibrium geometry. The level of theory is wB97M-V/def2-TZVPD.

Geometry as XYZ:
```
14
Properties=species:S:1:pos:R:3:forces:R:3:nbo_charge:R:1
C 0.3744 0.8047 -1.2256 2.769 2.798 -0.404 -0.5997
C 0.4739 -0.1173 -0.0514 -0.835 0.954 0.202 -0.3819
C -0.9145 -0.1742 0.6313 -2.515 -2.986 -0.765 -0.2087
N -2.2315 0.1235 0.0249 -0.524 -0.754 1.499 -0.5967
C 1.6030 -0.5375 0.7095 1.416 4.111 3.822 -0.3294
H 1.4257 1.0035 -1.5935 -1.120 -0.579 -0.174 0.2133
H -0.2186 0.2643 -1.9214 -0.496 -0.046 -0.991 0.2223
H 0.0093 1.8599 -1.1239 -0.247 -1.084 0.511 0.2168
H -1.4417 0.6318 1.1896 1.121 1.306 1.302 0.3248
H -3.1260 -0.2259 0.6820 3.334 0.068 -2.216 0.3524
H -0.7810 -1.2220 1.0023 -1.082 0.593 1.609 0.1893
H 2.1093 0.1360 1.4939 -0.298 -0.782 -1.475 0.1595
H 2.0514 -1.4696 0.5867 0.377 -1.530 -0.001 0.1750
H 0.6662 -1.0771 -0.4044 -1.899 -2.069 -2.920 0.2629
```
Positions in Å, forces in eV/Å.

Net charge: 0
Highest occupied orbital energy in eV: -6.67
Relative energy (zero: lowest compared OMol25 entry of this formula, charge and spin) in kJ/mol: 906.7
Kohn-Sham gap in eV: 4.603

=====

6.
This record from the Open Molecules 2025 dataset describes an isolated molecule of C4H9N in a non-equilibrium geometry. The level of theory is wB97M-V/def2-TZVPD.

Geometry as XYZ:
```
14
Properties=species:S:1:pos:R:3:forces:R:3:nbo_charge:R:1
C 1.8523 0.2201 -0.4094 0.138 0.349 0.349 -0.6302
C 0.7505 -0.5426 0.2569 -1.162 -0.508 -0.859 -0.3482
C -0.5831 -0.2783 0.1856 1.795 -1.334 -0.390 0.2011
C -1.0929 1.0489 -0.2568 1.800 0.536 2.408 -0.6769
N -1.5022 -1.1550 0.7273 -0.465 0.068 0.074 -0.8175
H 1.5204 1.0343 -1.0595 -0.087 -0.148 0.054 0.2010
H 2.4725 -0.4531 -1.0086 -0.020 0.103 0.029 0.2111
H 2.4990 0.6748 0.3496 0.162 0.026 -0.144 0.2036
H 1.0498 -1.5154 0.6399 -0.113 0.039 0.150 0.1831
H -0.6250 1.4246 -1.1673 -0.295 -0.098 0.093 0.2320
H -2.1803 1.1367 -0.2235 0.305 0.244 0.049 0.2155
H -0.5063 1.4881 0.6684 -1.959 0.932 -1.880 0.2580
H -2.4714 -0.9685 0.4929 0.408 -0.529 0.088 0.3788
H -1.1833 -2.1148 0.8045 -0.506 0.322 -0.021 0.3886
```
Positions in Å, forces in eV/Å.

Net charge: 0
Highest occupied orbital energy in eV: -7.35
Relative energy (zero: lowest compared OMol25 entry of this formula, charge and spin) in kJ/mol: 86.3
Kohn-Sham gap in eV: 8.466
Structure (SMILES): C/C=C(\C)N

=====

7.
This record from the Open Molecules 2025 dataset describes an isolated molecule of C4H9N in a non-equilibrium geometry. The level of theory is wB97M-V/def2-TZVPD.

Geometry as XYZ:
```
14
Properties=species:S:1:pos:R:3:forces:R:3:nbo_charge:R:1
C 1.8153 0.0050 -0.0023 -0.406 1.016 -0.307 -0.4224
N 0.4433 0.0424 -0.5580 0.252 -0.492 0.521 -0.4293
C -0.4506 -1.0382 -0.0971 -0.628 -1.189 -1.045 -0.2105
C -1.6479 -0.0551 -0.0129 1.431 0.544 1.011 -0.4269
C -0.5582 1.0539 -0.0766 0.782 0.181 0.025 -0.2120
H 2.4062 0.8374 -0.4099 -0.172 -0.241 -0.063 0.2007
H 1.8760 0.1104 1.0779 -0.452 0.172 0.567 0.1628
H 2.3671 -0.9123 -0.1831 -0.354 -0.273 -0.625 0.2045
H -0.0975 -1.4704 0.8680 -0.536 0.278 -0.340 0.1699
H -0.6703 -1.8926 -0.8172 0.800 0.887 0.719 0.1859
H -2.3370 -0.0048 -0.8407 -0.039 -0.353 -0.259 0.2123
H -2.1626 -0.1227 0.9340 -0.397 0.154 0.091 0.2067
H -0.2927 1.5551 0.8709 -0.072 -0.617 0.163 0.1699
H -0.6910 1.8918 -0.7531 -0.207 -0.067 -0.460 0.1882
```
Positions in Å, forces in eV/Å.

Net charge: 0
Highest occupied orbital energy in eV: -8.49
Relative energy (zero: lowest compared OMol25 entry of this formula, charge and spin) in kJ/mol: 121.9
Kohn-Sham gap in eV: 9.751
Structure (SMILES): CN1CCC1

=====

8.
This record from the Open Molecules 2025 dataset describes a cluster of 2 separate species, C4H9N in total in a non-equilibrium geometry. The level of theory is wB97M-V/def2-TZVPD.

Geometry as XYZ:
```
14
Properties=species:S:1:pos:R:3:forces:R:3:nbo_charge:R:1
C 2.0542 0.1932 0.0558 1.274 -1.283 0.498 -0.2825
N -1.7288 -0.5591 -0.6413 2.730 -1.879 -0.497 -0.3306
C -0.4563 -0.5040 0.0114 -2.535 3.349 0.111 -0.2753
C 0.8876 -0.1337 -0.6472 0.526 0.748 -0.529 0.0078
C -0.7785 0.6478 1.0054 0.969 0.681 0.738 -0.5562
H 1.0808 -0.1974 -1.7258 -0.954 0.402 -0.054 0.2761
H 2.7040 -0.6520 0.3542 -0.829 0.004 0.931 0.2548
H 2.6928 1.0838 0.1615 -0.838 0.126 -1.010 0.2732
H -1.6689 -1.3694 -1.2724 -0.550 0.126 -0.303 0.3364
H -0.2385 -1.3841 0.6099 0.083 -0.834 0.250 0.3637
H -0.2786 2.2962 0.0037 -0.445 -0.464 -0.244 0.1796
H -1.2618 1.5328 0.3688 1.040 -0.311 0.230 0.2313
H 0.0735 1.0393 1.5952 -0.552 -0.327 -0.245 0.2337
H -1.6452 0.4494 1.6345 0.082 -0.340 0.125 0.2882
```
Positions in Å, forces in eV/Å.

Net charge: +1
Highest occupied orbital energy (spin up / spin down) in eV: -13.10 / -13.44
Spin multiplicity: 2
Relative energy (zero: lowest compared OMol25 entry of this formula, charge and spin) in kJ/mol: 1065.4
Kohn-Sham gap (spin up / spin down) in eV: 4.782 / 5.587